# 1
C45H36N2OP2PdS | ωB97M-V/def2-TZVPD

Summary:
HOMO-LUMO gap (spin up / spin down): 6.0166 / 5.9706 eV
LUMO energy (spin up / spin down): -6.776 / -6.826 eV
net charge: +2
HOMO level (spin up / spin down): -12.8 / -12.8 eV
energy relative to the best compared isomer or geometry (same formula, charge and spin): 0.852 eV

Atoms and positions in Å:
Pd1 -0.824 0.226 -0.371
S1 -0.637 2.443 0.530
P1 1.302 0.809 -1.331
P2 -0.183 -0.398 1.871
O1 -1.768 3.310 0.827
N1 -2.907 0.144 -1.303
N2 -1.028 -1.881 -1.222
C1 -2.907 -0.132 2.413
C2 -1.592 -1.089 4.195
C3 0.770 -4.280 2.352
C4 1.057 -0.086 -5.826
C5 2.350 3.309 -2.056
C6 1.373 5.400 -1.360
C7 1.264 0.411 -3.104
C8 -4.042 -0.207 3.208
C9 -5.082 1.001 -1.805
C10 0.503 3.343 -0.531
C11 1.584 3.390 3.780
C12 0.392 2.306 2.015
C13 0.631 1.060 2.586
C14 -4.876 -2.545 -2.896
C15 2.852 -3.079 2.497
C16 2.283 -0.211 -5.189
C17 4.821 0.258 0.673
C18 -2.340 -2.124 -1.798
C19 2.185 -1.875 2.326
C20 0.095 -3.083 2.192
C21 -3.269 -1.061 -1.818
C22 -5.466 -0.196 -2.341
C23 -0.071 0.290 -5.108
C24 -2.684 -3.344 -2.312
C25 -3.960 -3.557 -2.868
C26 -1.678 -0.570 2.902
C27 2.327 4.696 -2.085
C28 4.129 -1.855 -0.259
C29 -4.555 -1.276 -2.367
C30 2.151 -4.276 2.511
C31 0.448 4.724 -0.579
C32 3.024 -1.241 -0.820
C33 1.422 2.620 -1.279
C34 1.846 2.152 4.353
C35 -2.728 -1.161 4.983
C36 3.718 0.883 0.108
C37 2.822 0.132 -0.649
C38 2.394 0.036 -3.828
C39 5.023 -1.102 0.493
C40 1.367 0.991 3.767
C41 -3.780 1.130 -1.297
C42 0.847 3.471 2.610
C43 -3.950 -0.722 4.492
C44 0.029 0.532 -3.748
C45 0.798 -1.872 2.197
H1 1.951 4.294 4.246
H2 0.224 -5.213 2.367
H3 -5.756 1.844 -1.762
H4 -6.461 -0.337 -2.745
H5 -0.308 -2.010 -1.928
H6 0.981 -0.282 -6.887
H7 5.534 0.837 1.246
H8 3.042 5.231 -2.695
H9 5.885 -1.581 0.939
H10 -5.859 -2.700 -3.323
H11 -4.833 -0.781 5.114
H12 3.159 -0.499 -5.754
H13 2.680 -5.210 2.645
H14 2.318 -1.812 -1.414
H15 1.342 6.480 -1.410
H16 -0.835 -2.543 -0.476
H17 -0.845 0.830 -3.180
H18 -0.643 -1.441 4.580
H19 -0.987 -3.075 2.100
H20 -4.202 -4.531 -3.271
H21 -3.452 2.072 -0.868
H22 -4.997 0.129 2.826
H23 2.742 -0.946 2.290
H24 -1.968 -4.157 -2.291
H25 4.298 -2.913 -0.407
H26 -0.319 5.253 -0.025
H27 -1.022 0.390 -5.614
H28 3.561 1.946 0.242
H29 3.067 2.758 -2.652
H30 -2.661 -1.563 5.985
H31 3.350 -0.062 -3.330
H32 -2.976 0.270 1.412
H33 3.927 -3.084 2.623
H34 1.544 0.034 4.239
H35 2.412 2.093 5.274
H36 0.626 4.435 2.171

---

# 2
C45H36NO2P2PdTe | ωB97M-V/def2-TZVPD

Summary:
HOMO-LUMO gap: 6.1183 eV
LUMO energy: 2.525 eV
net charge: -1
HOMO level: -3.6 eV
energy relative to the best compared isomer or geometry (same formula, charge and spin): 0.000 eV

Atoms and positions in Å:
Te1 -1.671 1.409 -1.306
Pd1 0.199 -0.317 -0.155
P1 -1.200 -2.144 -0.093
P2 0.280 -1.066 1.972
O1 0.445 -1.106 -2.522
O2 -1.462 -2.219 -2.132
N1 -0.968 -2.145 1.693
C1 2.773 1.521 -0.083
C2 0.006 -1.225 -5.280
C3 1.779 -1.964 2.463
C4 -1.872 1.252 4.506
C5 4.112 3.589 -0.181
C6 2.972 -1.247 2.573
C7 6.452 2.122 0.056
C8 1.580 -5.034 -0.870
C9 1.793 -3.347 2.605
C10 6.516 3.506 -0.045
C11 -0.939 -1.661 -4.360
C12 1.702 0.947 -0.086
C13 -1.676 2.959 0.127
C14 -1.537 -1.652 -7.073
C15 -0.976 -4.941 0.190
C16 -3.662 -3.321 -0.854
C17 -2.187 -2.087 -4.799
C18 -0.676 3.100 1.090
C19 0.996 -6.195 -0.380
C20 4.164 -3.289 3.012
C21 0.405 -0.329 4.708
C22 -5.784 -2.686 0.087
C23 5.228 1.474 0.041
C24 -0.724 4.126 2.025
C25 4.157 -1.907 2.857
C26 -0.252 -0.215 3.488
C27 -3.766 -1.606 0.817
C28 -2.759 4.923 1.051
C29 -5.145 -1.745 0.879
C30 -2.487 -2.079 -6.154
C31 -1.388 0.589 3.392
C32 5.339 4.233 -0.163
C33 4.034 2.196 -0.079
C34 -0.601 -1.651 -2.891
C35 -2.712 3.898 0.116
C36 -1.222 1.121 5.727
C37 0.888 -3.831 -0.837
C38 -0.086 0.332 5.827
C39 -3.011 -2.391 -0.047
C40 2.984 -4.007 2.879
C41 -0.397 -3.775 -0.305
C42 -1.767 5.041 2.017
C43 -5.038 -3.476 -0.778
C44 -0.287 -6.145 0.149
C45 -0.291 -1.225 -6.635
H1 0.066 4.207 2.765
H2 -1.597 1.643 6.599
H3 -1.804 5.842 2.746
H4 -1.771 -1.647 -8.130
H5 -3.576 5.635 1.023
H6 2.974 -0.177 2.395
H7 5.079 -1.345 2.932
H8 -1.875 0.716 2.431
H9 7.474 4.011 -0.035
H10 0.961 -0.878 -4.909
H11 -2.915 -2.408 -4.067
H12 0.879 -3.914 2.469
H13 3.194 4.154 -0.275
H14 2.990 -5.086 2.975
H15 1.537 -7.133 -0.410
H16 -6.860 -2.800 0.136
H17 -0.751 -7.045 0.534
H18 5.172 0.395 0.121
H19 -3.089 -3.917 -1.551
H20 0.448 -0.885 -7.350
H21 5.377 5.313 -0.244
H22 -5.530 -4.209 -1.406
H23 -3.464 -2.401 -6.493
H24 -2.745 1.886 4.414
H25 0.426 0.234 6.777
H26 1.347 -2.927 -1.220
H27 -3.494 3.818 -0.630
H28 0.161 2.412 1.091
H29 -5.719 -1.110 1.543
H30 -1.971 -4.911 0.619
H31 -3.270 -0.869 1.433
H32 -1.312 -2.809 2.377
H33 1.295 -0.940 4.789
H34 2.582 -5.062 -1.281
H35 7.363 1.542 0.146
H36 5.093 -3.807 3.217

---

# 3
C45H37ClN4P3PbSe | ωB97M-V/def2-TZVPD

Summary:
HOMO-LUMO gap: 7.5146 eV
LUMO energy: -2.998 eV
net charge: +1
HOMO level: -10.5 eV
energy relative to the best compared isomer or geometry (same formula, charge and spin): 0.359 eV

Atoms and positions in Å:
Pb1 -0.098 -0.009 1.143
Se1 -0.013 -3.398 0.602
Cl1 0.511 -0.006 4.073
P1 -1.289 -0.084 -1.724
P2 -3.304 -0.725 0.258
P3 2.816 -0.012 1.594
N1 0.070 2.203 1.009
N2 -2.901 -0.519 -1.434
N3 -0.047 4.547 0.427
N4 -0.286 5.888 -1.637
C1 3.378 2.634 1.147
C2 -0.015 -4.103 -1.316
C3 4.529 0.076 3.781
C4 -0.333 -1.658 -1.815
C5 2.242 0.012 4.410
C6 4.117 3.726 0.722
C7 -3.154 2.135 0.076
C8 -2.932 1.121 2.245
C9 -2.835 2.380 2.827
C10 0.903 -1.642 -2.357
C11 -1.144 0.204 -5.847
C12 -5.938 0.029 -0.461
C13 2.586 0.007 5.752
C14 3.186 0.035 3.395
C15 -5.688 -1.941 0.901
C16 5.866 2.251 -0.014
C17 3.556 -1.586 1.075
C18 -3.098 0.989 0.866
C19 4.123 -3.882 1.556
C20 -1.663 1.810 -3.653
C21 -0.840 -2.899 -1.205
C22 1.251 -4.020 -2.035
C23 3.924 0.036 6.101
C24 -7.313 -0.132 -0.441
C25 -0.180 5.236 -0.690
C26 -1.021 -0.320 -4.567
C27 -1.533 1.525 -6.031
C28 3.870 1.338 0.980
C29 1.696 -2.846 -2.500
C30 -7.071 -2.096 0.931
C31 -3.635 -1.370 -2.395
C32 3.627 -2.654 1.969
C33 5.129 1.154 0.410
C34 -1.292 0.478 -3.458
C35 -2.899 3.515 2.031
C36 4.899 0.076 5.112
C37 3.961 -1.776 -0.246
C38 -1.788 2.331 -4.931
C39 5.357 3.534 0.128
C40 -7.879 -1.195 0.259
C41 -5.117 -0.880 0.208
C42 4.566 -4.050 0.251
C43 -3.058 3.392 0.656
C44 4.484 -2.995 -0.648
C45 -0.001 3.333 0.676
H1 5.552 0.163 0.309
H2 -2.712 2.474 3.899
H3 1.810 -4.932 -2.196
H4 5.947 0.110 5.380
H5 -2.888 0.232 2.870
H6 -3.279 2.042 -0.996
H7 -5.500 0.867 -0.993
H8 -8.955 -1.314 0.280
H9 3.720 4.725 0.850
H10 2.418 2.789 1.623
H11 1.289 -0.720 -2.782
H12 -1.839 2.454 -2.798
H13 -0.511 -5.061 -1.269
H14 -3.105 4.279 0.036
H15 3.301 -2.532 2.995
H16 4.203 0.031 7.146
H17 4.972 -5.002 -0.065
H18 -0.719 -1.352 -4.446
H19 -2.825 4.497 2.480
H20 -4.447 -0.816 -2.864
H21 -2.074 3.366 -5.066
H22 -1.631 1.926 -7.031
H23 2.631 -2.795 -3.043
H24 6.842 2.100 -0.456
H25 -4.068 -2.240 -1.896
H26 -5.052 -2.648 1.422
H27 4.832 -3.122 -1.666
H28 5.928 4.385 -0.220
H29 -7.947 0.573 -0.962
H30 1.813 -0.017 6.508
H31 -1.910 -3.018 -1.116
H32 -0.936 -0.425 -6.703
H33 3.872 -0.970 -0.965
H34 -7.511 -2.922 1.475
H35 4.172 -4.704 2.258
H36 5.294 0.109 3.014
H37 -2.968 -1.727 -3.180

---

# 4
C45H37N3O4P2Sc | ωB97M-V/def2-TZVPD

Summary:
HOMO-LUMO gap: 7.3627 eV
LUMO energy: -3.718 eV
net charge: +1
HOMO level: -11.1 eV
energy relative to the best compared isomer or geometry (same formula, charge and spin): 0.000 eV

Atoms and positions in Å:
Sc1 0.001 -0.206 0.316
P1 1.129 -1.456 -1.953
P2 0.862 1.912 -1.307
O1 -1.668 -0.015 -0.863
O2 -6.490 -3.889 -0.779
O3 -5.968 -5.375 0.697
O4 -0.818 -1.931 0.833
N1 -5.745 -4.367 0.057
N2 1.360 0.936 2.761
N3 1.689 0.224 1.777
C1 -4.240 -2.478 -0.305
C2 -4.502 -3.654 0.338
C3 2.527 -3.629 -0.936
C4 -1.399 -1.867 -5.210
C5 2.052 3.298 -1.236
C6 -2.366 -3.593 1.438
C7 3.594 -4.417 -3.371
C8 1.723 4.581 -1.668
C9 -0.937 0.973 1.921
C10 3.024 -0.251 1.833
C11 3.329 3.048 -0.733
C12 2.768 -3.308 -3.312
C13 -0.183 -1.942 -3.132
C14 -2.561 3.520 -2.985
C15 2.241 -2.899 -2.089
C16 2.668 5.593 -1.611
C17 -2.529 2.222 3.278
C18 0.053 1.385 2.844
C19 -1.071 -2.915 -2.673
C20 3.886 -5.136 -2.219
C21 -2.230 1.417 2.182
C22 -2.297 -2.809 -4.734
C23 2.065 -0.138 -2.852
C24 5.078 -0.738 2.979
C25 -3.193 4.045 -1.867
C26 -1.325 2.899 -2.866
C27 -0.229 2.224 3.932
C28 3.942 5.337 -1.124
C29 -1.343 3.346 -0.506
C30 -2.571 3.974 -0.629
C31 3.795 -0.225 2.998
C32 -2.120 -3.348 -3.467
C33 3.347 -4.746 -1.003
C34 4.854 -1.294 0.654
C35 -2.756 -0.619 -0.817
C36 1.229 1.142 -2.960
C37 -3.575 -4.198 1.246
C38 -3.006 -1.835 -0.124
C39 4.271 4.063 -0.686
C40 -1.525 2.641 4.145
C41 -0.343 -1.436 -4.418
C42 3.569 -0.783 0.668
C43 5.613 -1.277 1.814
C44 -0.719 2.781 -1.619
C45 -2.006 -2.422 0.725
H1 5.669 -0.728 3.885
H2 -4.977 -2.061 -0.979
H3 -3.605 -0.169 -1.347
H4 0.353 -0.713 -4.824
H5 -0.851 3.302 0.457
H6 4.009 -4.729 -4.321
H7 2.970 -0.776 -0.231
H8 3.582 2.057 -0.371
H9 2.099 -3.320 0.010
H10 3.564 -5.312 -0.106
H11 -3.122 -3.136 -5.353
H12 2.404 6.588 -1.946
H13 -1.643 -4.008 2.128
H14 -0.915 -3.354 -1.694
H15 0.262 0.895 -3.397
H16 -4.161 4.518 -1.968
H17 -3.040 1.136 1.516
H18 2.350 -0.496 -3.842
H19 -3.553 2.533 3.449
H20 2.525 -2.773 -4.222
H21 0.584 2.530 4.578
H22 -3.024 3.593 -3.960
H23 0.734 4.796 -2.048
H24 4.675 6.131 -1.078
H25 -3.841 -5.097 1.783
H26 -1.514 -1.462 -6.208
H27 5.261 3.860 -0.297
H28 1.730 1.877 -3.590
H29 -0.846 2.525 -3.760
H30 3.370 0.186 3.901
H31 -3.039 4.405 0.247
H32 6.615 -1.686 1.813
H33 2.991 0.048 -2.301
H34 4.523 -6.009 -2.274
H35 5.257 -1.713 -0.259
H36 -2.797 -4.108 -3.097
H37 -1.761 3.270 4.993

---

# 5
C45H38BMgN7 | ωB97M-V/def2-TZVPD

Summary:
HOMO-LUMO gap: 7.7534 eV
LUMO energy: -0.181 eV
net charge: 0
HOMO level: -7.9 eV

Atoms and positions in Å:
Mg1 -0.701 -0.096 0.003
N1 2.652 -1.414 -0.011
N2 0.148 -0.956 1.694
N3 0.614 -2.180 1.308
N4 -2.241 1.569 -0.010
N5 0.136 -0.957 -1.693
N6 2.553 -0.056 0.000
N7 0.596 -2.183 -1.302
C1 4.149 1.830 0.009
C2 -2.525 -1.189 0.011
C3 4.860 4.543 0.038
C4 5.841 3.562 0.025
C5 -2.605 0.965 5.134
C6 -0.289 -2.428 -3.314
C7 -5.130 -2.318 -0.003
C8 5.488 2.223 0.011
C9 0.762 -4.514 2.191
C10 -1.953 -0.121 4.568
C11 -2.342 2.252 4.685
C12 -1.053 0.058 -3.541
C13 3.175 2.823 0.022
C14 -3.105 3.845 -0.018
C15 -2.042 2.924 -0.015
C16 0.347 -3.082 -2.277
C17 -1.550 5.689 -0.027
C18 -3.679 -0.395 -0.002
C19 -1.412 2.448 3.672
C20 0.706 -4.526 -2.167
C21 -2.362 2.247 -4.682
C22 3.804 0.394 -0.004
C23 -2.641 0.959 -5.118
C24 4.407 -3.230 -0.037
C25 -4.596 1.971 -0.009
C26 -1.993 -0.128 -4.550
C27 -0.483 4.768 -0.025
C28 3.950 -1.807 -0.023
C29 -1.419 2.444 -3.682
C30 -0.755 1.363 3.117
C31 -1.026 0.064 3.548
C32 -2.837 5.230 -0.024
C33 -3.479 1.083 -0.007
C34 -4.968 -0.945 -0.010
C35 -0.242 -2.417 3.332
C36 -4.006 -3.139 0.012
C37 4.720 -0.674 -0.019
C38 -0.722 3.421 -0.019
C39 3.526 4.164 0.036
C40 0.387 -3.073 2.293
C41 -2.738 -2.575 0.018
C42 -0.765 1.357 -3.124
C43 -0.371 -1.090 2.905
C44 -0.401 -1.098 -2.896
C45 -4.415 3.311 -0.014
B1 1.450 -2.377 -0.003
H1 -0.620 -2.867 -4.240
H2 -2.856 3.098 5.124
H3 5.132 5.590 0.049
H4 2.137 2.521 0.021
H5 0.176 -4.999 -1.337
H6 0.005 1.527 2.361
H7 -3.330 0.804 5.922
H8 -6.125 -2.745 -0.010
H9 -1.191 3.448 3.319
H10 1.863 -3.495 -0.005
H11 1.774 -4.669 -2.001
H12 -1.344 6.751 -0.032
H13 -2.872 3.094 -5.123
H14 -2.240 -1.132 -4.873
H15 -3.673 5.921 -0.025
H16 -5.594 1.566 -0.005
H17 0.534 5.135 -0.028
H18 -1.883 -3.250 0.029
H19 0.004 1.520 -2.377
H20 -4.129 -4.217 0.017
H21 6.269 1.475 0.003
H22 4.050 -3.764 -0.918
H23 -5.265 3.986 -0.015
H24 6.887 3.840 0.027
H25 -1.185 3.445 -3.340
H26 1.833 -4.645 2.038
H27 0.247 -4.996 1.358
H28 0.100 2.714 -0.017
H29 5.495 -3.249 -0.047
H30 -5.859 -0.330 -0.022
H31 -0.557 -2.851 4.267
H32 -2.188 -1.124 4.903
H33 2.757 4.926 0.047
H34 4.065 -3.777 0.843
H35 0.426 -5.039 -3.085
H36 -3.376 0.798 -5.896
H37 0.478 -5.026 3.109
H38 5.796 -0.637 -0.026

---

> Number 4 is which compound?

C45H37N3O4P2Sc

---

> The highest net charge belongs to which entry?

C45H36N2OP2PdS

---

> The highest net charge belongs to which entry?

C45H36N2OP2PdS